# 1
75
Properties=species:S:1:pos:R:3 method="wB97M-V/def2-TZVPD" smiles="CCCCCC[Si@](CCCCOC(C)=O)(N=C=O)[C@@H](C)CC.CC(C)=O.CC(C)=O" gap_ha=0.37850 total_energy_ha=-1623.70011 homo_energy_ev=-9.61
C -3.8440 2.8352 1.8783
C -2.5609 2.1674 1.1104
C -1.9702 3.1609 -0.0459
C -1.3954 2.2684 -1.2606
C 0.1608 2.5940 -1.6212
C 1.2037 2.1066 -0.4945
Si 2.0386 0.4135 -0.8046
C 1.8156 -0.3143 -2.5572
C 1.0779 -1.7794 -2.5569
C -0.5154 -1.6386 -2.4208
C -1.2036 -2.8637 -1.6050
O -0.4415 -3.2792 -0.4360
C -1.0584 -2.8694 0.7821
C -1.8145 -1.4808 1.0325
O -0.9616 -3.6700 1.7701
N 1.3001 -0.7888 0.3559
C 1.2935 -0.3197 1.5557
O 1.2153 0.3583 2.6091
C 3.8892 0.5886 -0.3416
C 4.4191 -0.7665 0.4220
C 4.8905 0.8151 -1.5857
C 4.3799 1.8636 -2.6962
H -4.4014 3.5063 1.1356
H -4.6031 2.0117 2.1884
H -3.5464 3.3605 2.8553
H -2.9755 1.1907 0.6468
H -1.7522 1.8493 1.8696
H -2.9019 3.7179 -0.4551
H -1.2365 3.9337 0.3724
H -1.5787 1.1699 -0.9982
H -1.9860 2.5282 -2.2234
H 0.3968 2.2583 -2.6883
H 0.2178 3.7559 -1.6368
H 2.0356 2.9145 -0.4252
H 0.6417 2.1802 0.5212
H 2.8843 -0.5334 -2.9610
H 1.3294 0.3802 -3.3247
H 1.3756 -2.3026 -3.5377
H 1.5744 -2.3857 -1.7107
H -1.0583 -1.5001 -3.4372
H -0.7313 -0.6895 -1.8149
H -1.1983 -3.7612 -2.3312
H -2.2974 -2.6013 -1.3952
H -2.9535 -1.6287 1.1563
H -1.6283 -0.7140 0.2008
H -1.4194 -1.0417 2.0190
H 4.0863 1.4457 0.4167
H 3.8718 -1.6589 -0.0676
H 5.5477 -0.9298 0.2000
H 4.2221 -0.7061 1.5622
H 5.8670 1.2592 -1.1373
H 5.1838 -0.2173 -1.9995
H 3.9946 1.2785 -3.6217
H 3.6415 2.6504 -2.3190
H 5.3109 2.4392 -3.0868
C -4.7120 3.3261 6.7645
C -4.2175 4.5332 6.0126
O -4.4145 4.6583 4.8173
C -3.4703 5.5797 6.7959
H -5.2316 2.6575 6.0742
H -3.8677 2.7894 7.2026
H -5.4106 3.6348 7.5452
H -2.5707 5.1432 7.2354
H -4.1137 5.9886 7.5780
H -3.1747 6.3906 6.1262
C 1.2506 -6.2514 -2.1111
C 1.6299 -6.2425 -3.5680
O 2.2019 -5.2896 -4.0673
C 1.2751 -7.4571 -4.3844
H 1.5676 -5.3137 -1.6487
H 0.1668 -6.3423 -2.0100
H 1.7496 -7.0788 -1.6020
H 0.1925 -7.6019 -4.3840
H 1.7751 -8.3382 -3.9764
H 1.6083 -7.3109 -5.4145

# 2
83
Properties=species:S:1:pos:R:3 method="wB97M-V/def2-TZVPD" e_above_lowest_ev=0.057 gap_ha="0.37628 / 0.22803" total_energy_ha=-4003.07185 spin_multiplicity=2 charge=+2 s_squared=0.7646 homo_energy_ev="-14.75 / -14.75"
Al -0.4941 0.2175 0.6185
C 1.7600 2.8626 1.6795
C 0.5823 2.4747 2.5669
C 0.8951 1.5789 3.7886
C -0.0869 3.7748 3.0405
O -0.4164 1.8250 1.6694
Ge -2.2434 1.3347 2.3169
O -2.1939 0.9608 0.3552
C -3.1443 1.5489 -0.5936
C -4.1820 2.2868 0.2212
C -3.7798 0.3167 -1.2539
C -2.4032 2.5549 -1.4771
O -1.4196 -0.4393 2.1689
C -1.8148 -1.7728 2.6263
C -0.6998 -2.2867 3.5531
C -2.0134 -2.6615 1.4125
C -3.1197 -1.5527 3.3593
H 2.4986 3.4449 2.2714
H 1.4319 3.5195 0.8692
H 2.2859 2.0011 1.2983
H 1.5782 2.1345 4.4419
H 1.3783 0.6384 3.4644
H -0.0305 1.3375 4.2692
H 0.6209 4.3651 3.6379
H -0.9300 3.5488 3.6960
H -0.3374 4.2888 2.1135
H -4.6623 1.5768 0.9880
H -4.9165 2.6395 -0.4692
H -3.7178 3.1024 0.7596
H -4.1047 -0.4114 -0.4912
H -3.1015 -0.1868 -1.9414
H -4.6779 0.5756 -1.8315
H -1.8020 3.2787 -0.8967
H -3.1860 3.0856 -1.9512
H -1.7969 2.0966 -2.2415
H 0.2037 -2.5604 2.9665
H -1.1093 -3.1489 4.0893
H -0.5258 -1.5371 4.3008
H -1.1130 -2.6833 0.7763
H -2.8523 -2.3353 0.8227
H -2.2600 -3.6993 1.6863
H -2.9661 -0.8810 4.2189
H -3.5107 -2.5036 3.6980
H -3.8559 -1.1106 2.6505
C 4.7825 -3.7815 0.8410
N 3.6081 -2.9573 0.4915
C 3.2699 -1.7622 1.2430
C 1.8584 -1.5293 0.8051
O 1.1283 -0.5546 1.1574
N 1.4482 -2.5062 0.0034
C 2.5138 -3.3570 -0.1231
N 2.4277 -4.5154 -0.7716
H 5.4265 -3.1371 1.4581
H 5.3577 -4.0020 -0.0576
H 4.4537 -4.6757 1.3763
H 3.9005 -0.9130 0.9461
H 3.3218 -1.9186 2.3148
H 1.5481 -4.8204 -1.1610
H 3.2204 -5.0884 -0.9431
O 4.0162 -1.5026 -3.0416
C 4.3253 -0.6416 -2.3003
N 4.5136 0.2553 -1.4714
C -0.7408 -1.7997 -2.8924
N -0.1517 -0.4933 -3.2401
C -0.1426 -0.1746 -4.6944
C 0.8191 0.9523 -5.0137
C 0.6283 2.0940 -4.0495
N 0.5646 1.6375 -2.6605
C 0.9528 2.6432 -1.6874
C 0.1540 0.4242 -2.3262
O 0.0606 0.0898 -1.0866
H -0.0324 -2.6582 -3.1167
H -1.6511 -1.9394 -3.4750
H -1.0800 -1.8802 -1.8518
H -1.1570 0.0016 -5.0150
H 0.1483 -1.0925 -5.2340
H 0.5884 1.3371 -6.0261
H 1.8598 0.5793 -4.9430
H -0.2940 2.6567 -4.2314
H 1.4634 2.8143 -4.1083
H 0.4398 3.5570 -1.9253
H 2.0376 2.7566 -1.7332
H 0.6448 2.3021 -0.7046